Entry 1:
# C48H57BN11O4SW

A molecular structure, C48H57BN11O4SW (wB97M-V/def2-TZVPD, the Open Molecules 2025 dataset).

Structure (XYZ):
```
123
Properties=species:S:1:pos:R:3:mulliken_spin:R:1
W -0.4325 0.2101 -0.4570 0.53
S 0.0778 -1.8405 2.9409 0.01
O -6.1911 -3.6250 -1.7434 0.00
O -6.7243 2.5571 -2.7419 0.00
O -0.3501 -1.2481 1.6214 0.07
O 1.1826 -1.7296 -0.7355 0.07
N -2.3450 1.2140 -0.9658 -0.01
N 3.0360 -2.8275 -1.2479 0.00
N 0.3230 2.2337 -0.9204 0.00
N 1.0275 4.0038 2.3515 0.00
N -0.9218 2.3819 1.9470 0.02
N 0.5134 4.3326 3.5720 0.00
N 0.4783 3.1998 0.0174 0.02
N 1.4696 1.6243 1.6545 0.05
N 1.4656 0.6213 0.7372 0.03
N -1.9446 -1.3842 -0.6403 0.03
N -1.3517 1.2047 1.4324 0.11
C 1.8884 -2.7339 -0.5574 0.00
C 3.2072 -5.1706 -2.0810 0.00
C -4.6872 0.9751 -1.1293 0.00
C 1.7007 -5.2667 -1.8244 0.00
C 0.4137 -0.3644 -3.6929 -0.04
C -3.7483 3.1351 -1.1561 -0.01
C 4.0060 0.3484 -4.8225 0.00
C 2.4145 5.5073 3.1871 0.00
C 3.4265 0.6103 1.8127 0.00
C 1.3244 -5.2383 -0.3394 0.00
C -3.1947 -1.0209 -0.9020 -0.01
C 2.5590 0.4040 -2.4755 -0.09
C 0.6630 -0.5522 3.9931 0.00
C -1.6522 -2.6806 -0.7821 -0.02
C 4.6438 0.7013 -3.6408 0.00
C 0.5929 4.1909 -1.9608 0.00
C 1.7380 1.3449 5.7247 0.00
C -4.9505 -4.2874 -1.6491 0.00
C 2.6496 0.0223 0.8179 0.05
C 2.5016 0.2596 5.2977 0.00
C -2.5953 1.0377 1.8808 -0.01
C -3.4312 0.4442 -0.9976 0.02
C 0.6380 4.3826 -0.5888 0.02
C 0.4257 1.4600 5.2634 0.00
C 0.3587 -1.8982 -3.9061 -0.06
C -2.5115 2.5347 -1.0216 0.01
C -6.2536 2.9188 -1.4536 0.00
C -1.8954 2.9560 2.6761 0.00
C 3.8653 -4.0379 -1.2857 0.00
C 2.1825 4.6961 2.1154 0.00
C 3.9113 0.7279 -2.4634 0.01
C 1.9756 -0.6829 4.4286 0.00
C 0.3980 2.8282 -2.1115 0.05
C -3.9001 -3.2783 -1.2886 0.00
C -2.5822 -3.6449 -1.0936 0.00
C 2.3216 2.3607 6.6739 0.00
C -1.4528 -2.2567 3.7591 0.00
C -0.1201 0.5155 4.4131 0.00
C -4.8728 2.3502 -1.2223 0.01
C -0.3109 0.3229 -4.8706 -0.02
C 2.6396 1.6239 2.3112 0.02
C -4.1901 -1.9288 -1.1956 0.00
C 1.8974 0.0540 -3.6480 0.07
C 1.3384 5.2375 4.0656 0.00
C -0.4449 -0.1500 -2.4648 -0.12
C 2.6541 0.0285 -4.8231 0.00
C -2.9933 2.1148 2.6654 0.00
C 1.5737 -3.8777 0.3815 0.00
B 0.4990 2.8404 1.5439 0.02
H -2.1600 -1.4430 3.5970 0.00
H 0.2437 0.2197 -5.8021 0.00
H 1.5643 3.0597 7.0285 0.00
H -1.2545 -2.4011 4.8212 0.00
H -2.2642 -4.6752 -1.1991 0.00
H -3.9443 2.2653 3.1557 0.00
H -1.7182 3.8883 3.1891 0.00
H -6.9516 2.4769 -0.7464 0.00
H 3.1932 -2.1105 -1.9468 0.00
H 0.3167 2.2446 -3.0144 0.00
H -3.8138 4.2153 -1.2021 0.00
H 2.5788 -1.5213 4.0952 0.00
H 0.7147 4.9328 -2.7342 0.00
H -1.4689 -0.3154 -2.8065 -0.01
H 3.2384 6.1912 3.3301 0.00
H 1.3273 -6.1885 -2.2737 0.00
H -0.6767 -2.2517 -3.9754 0.00
H 1.8728 -6.0225 0.1849 0.00
H 4.0544 -4.3556 -0.2619 0.00
H -4.9598 -5.0723 -0.8875 0.00
H -1.1453 0.6254 4.0742 0.00
H 1.1891 -4.4477 -2.3410 0.00
H 0.7083 -3.5865 0.9667 0.00
H -0.1786 2.3069 5.5731 0.00
H 0.8715 -2.1532 -4.8351 0.00
H 2.8448 2.3492 3.0865 0.00
H 2.0134 0.4295 -1.5594 0.11
H 2.9208 -0.7725 0.1526 -0.01
H 2.7712 1.8694 7.5378 0.00
H -3.1461 0.1414 1.6375 -0.01
H 3.3775 -5.0251 -3.1495 0.00
H 1.1289 5.6814 5.0314 0.00
H 4.4260 0.3378 2.1148 0.00
H 3.1108 2.9376 6.1811 0.00
H -5.5499 0.3228 -1.1619 0.00
H 2.4090 -3.9624 1.0780 0.00
H 3.6945 -6.1067 -1.8006 0.00
H -1.6267 3.1421 -0.9719 0.02
H -0.6181 -2.9288 -0.6589 0.02
H 0.8533 -2.4085 -3.0781 0.02
H 4.8250 -3.7690 -1.7154 0.00
H -1.8245 -3.1805 3.3143 0.00
H 4.5630 0.3220 -5.7516 0.00
H -5.1984 -1.6010 -1.3989 0.00
H -6.8887 -4.2638 -1.9165 0.00
H -4.6647 -4.7540 -2.5957 0.00
H 5.6951 0.9622 -3.6410 0.00
H 2.7515 4.5592 1.2040 0.00
H -1.2957 -0.1307 -5.0185 0.00
H -6.2764 3.0802 -3.4160 0.00
H 3.5205 0.1519 5.6532 0.00
H 0.2660 -5.4875 -0.2449 0.00
H 4.3905 1.0129 -1.5306 0.00
H 0.7655 5.2855 -0.0091 0.00
H -0.4561 1.3909 -4.6844 0.01
H 2.1966 -0.2565 -5.7637 0.00
H -6.2497 3.9973 -1.2990 0.00
```

Properties
energy above the lowest of the compared OMol25 structures with the same formula, charge and spin = 0.0 kcal per mole
F_max = 3.050 eV/Å
<S²> = 0.8981
charge = +2
gap between HOMO and LUMO (alpha / beta) = 6.9311 / 6.7022 eV
molecular weight = 1078.78 g/mol
LUMO (alpha / beta) = -5.4 / -5.6 eV
spin multiplicity = 2

=====

Entry 2:
# CH10O3

4 unconnected molecules or ions with the total composition CH10O3 (wB97M-V/def2-TZVPD, the Open Molecules 2025 dataset).

Structure (XYZ):
```
14
Properties=species:S:1:pos:R:3:mulliken_spin:R:1
O 4.6112 4.0233 1.3912 1.62
O -6.0857 1.1458 -0.3286 0.00
O 2.4148 5.2056 2.9092 0.70
C -0.5980 -6.0566 -2.2510 0.00
H 3.1631 4.7428 2.5439 -0.23
H -0.3996 -5.2554 -1.5451 0.00
H 1.8147 5.7080 2.3424 -0.12
H -6.2919 0.2968 0.0236 0.00
H -0.0168 -6.9378 -1.9954 0.00
H 4.9492 3.2468 1.8796 -0.50
H -1.6396 -6.3618 -2.1313 0.00
H -0.4010 -5.7666 -3.2759 0.00
H -6.8115 1.2835 -0.9344 0.00
H 5.2912 4.7256 1.3718 -0.48
```

Properties
energy above the lowest of the compared OMol25 structures with the same formula, charge and spin = 17.1 kcal per mole
F_max = 2.598 eV/Å
<S²> = 0.7505
charge = -1
gap between HOMO and LUMO (alpha / beta) = 0.9803 / 8.6220 eV
molecular weight = 70.09 g/mol
LUMO (alpha / beta) = 2.2 / 2.2 eV
spin multiplicity = 2

=====

Entry 3:
# C4H3NO

2 unconnected molecules or ions with the total composition C4H3NO (wB97M-V/def2-TZVPD, the Open Molecules 2025 dataset).

Structure (XYZ):
```
9
Properties=species:S:1:pos:R:3:mulliken_charge:R:1
O -1.8368 0.2794 -1.4323 -0.40
N -0.1294 2.2941 0.2525 -0.39
C 0.2315 -0.7826 -0.4937 0.21
C -0.9561 1.8598 0.9089 0.16
C -0.7432 -0.1438 -1.1961 0.28
C 1.3060 -1.4567 -0.0188 -0.56
H -1.6149 1.3593 1.7830 0.24
H 1.9532 -2.0707 -0.7313 0.20
H 1.7897 -1.3387 0.9278 0.26
```

Properties
structure (SMILES) = C=C=C=O.C#N
energy above the lowest of the compared OMol25 structures with the same formula, charge and spin = 71.5 kcal per mole
F_max = 4.325 eV/Å
gap between HOMO and LUMO = 7.9075 eV
molecular weight = 81.07 g/mol
LUMO = -0.9 eV

=====

Entry 4:
# C50H60O15

10 unconnected molecules or ions with the total composition C50H60O15 (wB97M-V/def2-TZVPD, the Open Molecules 2025 dataset).

Structure (XYZ):
```
125
Properties=species:S:1:pos:R:3:mulliken_charge:R:1
O -6.8091 0.2921 -2.4217 -0.56
O 0.7192 2.3995 -4.7995 -0.19
O 3.8757 0.5179 4.2712 -0.57
O -2.2076 -3.3830 4.0355 -0.29
O -3.1339 -1.9503 -0.1165 -0.60
O 3.4807 -3.6572 -4.8531 -0.56
O 3.9099 -3.9502 2.9897 -0.36
O -0.8587 3.4537 -7.8369 -0.59
O -0.5670 0.9060 3.1937 0.21
O -0.3309 3.4812 -0.3841 0.39
O -3.2534 3.2026 0.2188 -0.48
O -2.8225 2.0493 -3.1577 -0.19
O 2.0001 -0.7717 -0.5285 -0.61
O 4.8115 -0.4911 -0.8309 -0.60
O 1.2402 -5.7042 -0.4699 -0.54
C 3.0948 -4.1190 -3.8059 0.11
C 2.8423 -5.9464 2.9799 -0.76
C -1.7532 4.1808 -5.7557 -0.49
C -4.1002 2.5429 -0.3145 0.54
C 1.7261 -4.8940 3.0258 -0.04
C -2.3212 1.4119 -5.3764 -0.25
C -1.4383 -0.5587 -0.9720 0.10
C -1.9408 -1.6585 -0.0659 -0.34
C -3.3552 -4.1307 4.2834 -0.44
C 4.9900 -1.2642 1.4484 -0.13
C -5.1076 0.2958 -0.8248 -0.07
C -0.2281 1.3108 4.4867 -0.71
C 4.6988 -0.9871 2.7166 -0.69
C -4.5197 -3.2224 3.8706 -0.67
C -1.6439 2.9466 3.6687 -0.73
C 1.6283 4.6736 0.4709 -0.54
C 0.7430 2.7849 -3.3020 0.04
C -2.5029 2.4312 -4.2584 0.08
C -3.8808 -1.8111 3.9408 -0.07
C -1.8252 1.7632 -6.5476 -0.47
C -0.1688 -0.3988 -1.3239 0.03
C 2.0153 1.8554 -5.0003 -0.64
C 3.5277 1.0955 2.0826 0.19
C 3.9673 -5.1527 2.3199 -0.02
C 0.6842 3.4284 0.6587 0.40
C 3.7860 0.9011 0.7979 -0.07
C 2.2792 -5.3230 -3.8130 -0.38
C -0.9000 -2.4657 0.6484 -0.73
C -6.0289 0.9562 -1.8247 0.12
C -1.4850 3.1733 -6.8359 0.36
C 0.8285 -1.0956 -0.4644 0.71
C 0.3707 -2.2119 0.3906 0.02
C 2.9663 2.5854 -4.0760 -0.95
C 1.8559 -5.2484 -1.4093 0.50
C 3.9636 0.2501 3.1214 -0.03
C 2.6794 -4.0239 -1.4076 -0.21
C -4.2775 1.0512 -0.0433 0.31
C 0.9375 5.4988 -0.6795 -0.87
C 1.6831 -5.8675 -2.7675 -0.58
C -1.7542 1.5737 2.9973 0.58
C 3.2390 -3.4928 -2.4791 -0.23
C -2.5067 -2.0825 4.4803 -0.09
C -0.3909 2.8405 4.5220 -0.51
C 4.5806 -0.3057 0.3275 0.41
C 2.2370 2.6273 -2.7566 1.43
C -5.8697 2.4172 -2.0074 -0.53
C -4.9677 3.1012 -1.3370 -0.57
C -0.5231 4.8952 -0.5982 -0.43
C -2.1800 3.8442 -4.5569 -0.30
C 2.6144 -3.5655 3.3288 0.04
H 3.7197 -5.0746 1.2504 -0.19
H -3.2330 -4.3773 5.3655 0.31
H 5.0161 -1.6836 3.4702 0.46
H -0.4303 3.3312 5.5207 0.35
H 5.6390 -2.1065 1.1762 0.47
H 2.1889 1.9156 -6.0649 0.36
H 1.4226 5.4434 -1.5871 0.30
H -5.3286 -0.7926 -0.6997 0.36
H -4.4306 -1.1834 4.5003 0.66
H -1.8018 -1.3383 4.1135 -0.12
H -3.6669 0.5987 0.7450 0.00
H 3.0423 2.0196 2.4112 0.40
H 2.5035 -3.2977 4.3964 0.32
H -4.8474 -3.5054 2.8624 0.28
H -6.5781 2.8467 -2.7332 0.39
H -2.2664 -0.0325 -1.4186 0.40
H -0.9179 0.7335 5.1785 0.23
H -2.5974 0.9809 3.4248 0.17
H 1.8063 0.8045 -4.7476 0.28
H 3.8059 -2.5351 -2.4005 0.44
H 0.1516 0.3886 -2.0036 0.03
H -1.1017 4.9830 -1.5112 -0.02
H 2.2204 1.6754 -2.1797 -0.91
H 0.9268 -5.2375 3.6887 0.37
H 0.7121 0.8219 4.7129 0.44
H 1.2394 -4.8107 2.0659 -0.12
H -1.0321 5.3786 0.2422 0.47
H 2.2090 -5.8731 -4.7554 0.37
H 3.1911 3.6224 -4.3363 0.32
H 0.0239 2.1748 -2.7744 -0.35
H -2.3948 4.4789 -3.6897 0.44
H -1.5587 5.1928 -6.1279 0.41
H 1.1433 -2.8300 0.8199 0.15
H 2.9390 -3.5806 -0.4965 0.60
H 2.5556 -6.8417 2.4076 0.36
H 1.0263 -6.7120 -2.6428 0.46
H -2.6114 0.3670 -5.1781 0.43
H -1.7296 1.0505 -7.3600 0.45
H 0.1142 3.5469 1.6066 -0.74
H -2.4734 3.1757 4.3501 0.53
H 1.7840 5.2517 1.3748 0.54
H -1.5844 3.8169 3.0226 0.19
H 1.0740 2.4131 0.6557 -0.05
H -1.1322 -3.2050 1.4031 0.66
H 3.1487 -6.1810 3.9463 0.34
H -2.1070 1.6019 1.9564 -0.73
H 3.9554 2.1138 -4.1248 0.36
H 3.5098 1.6500 -0.0032 0.20
H -3.8413 -1.2634 2.9623 -0.39
H 5.0059 -5.5068 2.4053 0.37
H 2.2902 -2.6709 2.7871 -0.17
H 0.9797 6.5401 -0.3845 0.39
H 0.4311 3.2994 4.0058 0.10
H -2.6139 -1.9719 5.5791 0.27
H -3.4157 -5.0864 3.6913 0.27
H -5.4022 -3.3599 4.5141 0.29
H 2.6834 4.3611 0.2359 0.17
H 2.6084 3.5073 -2.1244 0.02
H 0.4744 3.8393 -3.1784 0.25
H -4.7685 4.1275 -1.5996 0.49
```

Properties
structure (SMILES) = O=C1C=CC(=O)C=C1.O=C1C=CC(=O)C=C1.O=C1C=CC(=O)C=C1.O=C1C=CC(=O)C=C1.O=C1C=CC(=O)C=C1.C1CCOC1.C1CCOC1.C1CCOC1.C1CCOC1.C1CCOC1
energy above the lowest of the compared OMol25 structures with the same formula, charge and spin = 2.2 kcal per mole
F_max = 3.753 eV/Å
gap between HOMO and LUMO = 8.0061 eV
molecular weight = 901.01 g/mol
LUMO = -1.6 eV